Below is a cluster of 5 separate species, C20H44F2N5O6 in total, with properties calculated with ωB97M-V with the def2-TZVPD basis set.

```
77
Properties=species:S:1:pos:R:3:forces:R:3
H 1.62754 -3.11040 -1.49868 -0.634 0.889 1.347
H -3.33597 0.95513 3.78063 -0.047 -0.063 0.057
H 0.87824 -0.35716 1.33432 0.705 0.791 -1.282
O 0.74999 -3.51667 2.82494 5.027 2.714 -8.768
H -0.76934 -1.28452 -2.90891 0.017 0.206 -0.127
H 4.04018 6.39733 0.59361 0.004 0.005 0.072
H 4.91516 5.35674 -0.51063 -0.189 -0.168 0.128
C 3.39302 4.31055 2.25163 0.080 0.277 0.013
F -1.38225 -1.93371 1.42705 3.116 -2.882 -3.103
H -0.62369 -2.73919 -5.62584 0.033 -0.159 -0.072
H -0.05920 -0.35240 4.88108 -0.089 0.233 -0.051
H 6.53683 4.72671 1.26244 -0.088 0.187 -0.031
H 1.64440 5.54479 1.95342 0.090 -0.021 0.110
H 5.70968 5.76844 2.42036 0.016 0.100 -0.045
C -2.89438 -1.09704 -2.73974 -0.143 -0.011 -0.009
H 3.00096 1.79697 -2.10826 -1.272 -1.738 1.740
H -1.78597 -4.05298 -5.80804 0.047 -0.060 -0.072
N 1.84939 1.04058 -0.07119 2.120 0.828 -4.073
C -3.13155 2.01779 5.66103 0.097 0.027 0.129
H 1.15414 -4.35679 -4.99881 -0.105 -0.025 0.230
H -2.62192 2.54937 3.65301 0.225 -0.164 0.010
H -1.74639 -2.14446 5.12816 -0.006 0.120 -0.084
N 1.36333 -2.54404 -0.63996 0.886 0.543 -2.092
O -1.32215 1.11042 4.25643 0.264 0.013 -0.244
O -0.24456 -4.44008 -3.52885 0.309 0.237 0.305
H -1.28945 -6.86982 -2.87317 -0.117 0.100 -0.031
C -1.49202 -0.54771 -2.54128 -0.136 0.061 -0.375
H -3.18043 1.15037 6.32178 -0.093 0.016 -0.045
H 3.04194 6.44001 2.54791 -0.008 -0.103 0.099
H -1.76309 2.59479 -3.58662 0.091 -0.284 -0.039
H -1.67443 -4.54403 -2.09019 0.229 -0.139 -0.657
H 2.14958 5.38567 3.65176 0.050 -0.005 -0.144
N 1.33186 -0.18674 0.39940 1.691 -1.977 -4.146
F 2.84479 -2.70064 1.88491 -4.886 -1.476 -1.849
H -1.90197 -6.45978 -4.47462 -0.113 0.016 0.058
C 2.49045 0.95996 -1.45848 -3.310 -6.523 3.861
H 1.85040 1.97904 0.41772 -0.356 -1.851 -0.119
H -2.45255 2.74444 6.12359 -0.149 -0.097 -0.119
H -0.96211 2.46202 -1.23900 -0.120 0.047 -0.072
C 5.91903 5.62791 1.35837 0.056 -0.147 0.089
H 0.04587 -5.70483 -5.14813 -0.076 0.004 -0.009
C -1.97396 -1.24690 4.54470 -0.110 -0.035 -0.098
H -3.08698 -1.27888 -3.80281 0.096 0.006 0.155
H 2.81066 3.38792 2.35132 0.109 -0.015 -0.142
C -2.64329 1.64572 4.27007 -0.086 0.084 0.167
H -1.27080 -0.40227 -1.47871 -0.098 0.062 0.240
H -3.01464 -2.03931 -2.19614 0.032 0.117 -0.070
C -0.72412 -3.80584 -5.86079 -0.094 0.119 0.049
H -3.04041 -1.03670 4.65407 0.077 -0.054 0.086
C -0.76218 -2.87537 0.46602 -7.117 -3.836 -4.536
H -4.13394 2.45503 5.60928 0.162 -0.047 -0.021
H -2.98955 -6.38939 -3.08228 0.142 0.049 -0.026
H -3.66000 -0.40385 -2.38369 0.057 -0.082 0.063
C 4.64432 5.48706 0.54173 0.246 0.160 0.016
H 4.23889 4.21736 2.94082 -0.047 0.042 -0.005
C -1.96464 -6.19890 -3.41562 0.101 -0.119 -0.117
O -1.58700 -3.51965 -0.40666 6.345 5.465 7.140
N 2.33561 -0.51922 -1.84521 -1.431 2.944 4.762
N 0.70520 -3.22802 0.36852 0.749 2.756 3.316
C 1.64509 -1.20121 -0.67772 1.173 5.578 -0.341
H -1.78990 -1.46120 3.48617 -0.033 0.029 0.336
C -2.08752 1.76573 -2.95007 0.006 0.030 0.060
C 2.50948 5.48908 2.62335 -0.092 0.097 -0.047
C 0.10243 -4.64188 -4.89671 -0.040 0.077 -0.184
O -1.24728 0.65746 -3.26295 0.263 -0.083 0.106
C -1.11373 -0.08350 5.00758 -0.125 -0.026 0.023
C -1.58757 -4.74917 -3.16290 -0.208 -0.201 0.130
H -1.25589 0.11336 6.07538 -0.051 -0.044 -0.040
H -2.63263 3.07686 -1.32087 0.130 -0.116 -0.037
H -2.28152 -4.06665 -3.66463 -0.006 -0.053 -0.104
O 3.85966 4.35369 0.90497 -0.247 -0.417 -0.165
C 1.42132 -3.16213 1.69800 -2.911 -1.862 8.305
C -1.99636 2.20347 -1.49690 0.036 -0.055 0.104
H -0.39321 -3.97275 -6.89097 -0.014 0.033 0.170
H -3.12153 1.54755 -3.23204 -0.020 -0.013 0.091
H 6.49861 6.49101 1.01521 -0.106 -0.148 0.018
H -2.31599 1.41541 -0.81267 -0.103 0.039 0.005
```
Forces are in eV/Å.

Computed properties:
* total charge: +1
* orbital gap: 7.28 eV
* E_HOMO: -11.892 eV